{"formula": "C10H55NO19Pd", "method": "ωB97M-V with the def2-TZVPD basis set", "fmax_ha_per_bohr": 0.110, "multiplicity": 3, "homo_lumo_gap_ha": [0.2406, 0.2011], "total_charge": 0, "species": ["Pd", "C", "O", "H", "H", "H", "C", "C", "C", "C", "C", "C", "N", "O", "C", "C", "C", "H", "H", "H", "H", "H", "H", "H", "H", "H", "H", "H", "H", "H", "H", "H", "H", "H", "H", "O", "H", "H", "O", "H", "H", "O", "H", "H", "O", "H", "H", "O", "H", "H", "O", "H", "H", "O", "H", "H", "O", "H", "H", "O", "H", "H", "O", "H", "H", "O", "H", "H", "O", "H", "H", "O", "H", "H", "O", "H", "H", "O", "H", "H", "O", "H", "H", "O", "H", "H"], "xyz": [[-3.33734, -2.05129, 6.53276], [-5.15081, 3.60752, 7.64139], [-4.56593, 2.32977, 7.90800], [-5.19518, 3.75013, 6.56168], [-6.05310, 3.82360, 8.21346], [-4.61261, 4.51266, 7.92273], [0.28410, 2.78755, 1.78981], [-0.01547, 1.79304, 0.62818], [0.86141, 2.31889, -0.55799], [0.77089, 1.35510, -1.76202], [1.32972, -0.01090, -1.33635], [0.57518, -0.61973, -0.15844], [0.41782, 0.41482, 0.92055], [-0.06595, -0.19457, 2.14846], [1.54511, -1.72917, 0.33200], [-0.75404, -1.29702, -0.67380], [-1.57806, 1.99785, 0.35943], [0.37279, 2.34419, 2.78161], [-0.47562, 3.55276, 1.94910], [1.20623, 3.30935, 1.53385], [1.87572, 2.52915, -0.21876], [0.55902, 3.30835, -0.90099], [1.39132, 1.74959, -2.56673], [-0.25610, 1.36221, -2.12720], [2.40073, 0.07737, -1.15402], [1.20475, -0.54332, -2.27923], [0.92344, -2.40361, 0.92087], [2.39410, -1.25007, 0.81961], [1.88985, -2.33075, -0.50906], [-0.44901, -2.27013, -1.05865], [-1.37566, -0.68569, -1.32800], [-1.44490, -1.55152, 0.12996], [-2.22519, 1.82913, 1.22017], [-1.88626, 1.25022, -0.37144], [-1.88456, 2.99528, 0.04436], [4.83997, 0.04044, 4.71715], [4.55275, -0.44943, 3.94658], [4.02805, 0.31171, 5.14543], [-1.86861, 9.11010, -2.48355], [-1.74883, 8.48271, -1.77061], [-1.76909, 9.96688, -2.06850], [-6.46422, -1.85010, 4.03642], [-7.16908, -1.20334, 4.06941], [-6.76832, -2.50462, 3.40764], [9.84526, -1.55030, -0.77367], [9.37434, -1.95556, -1.50184], [10.65789, -2.05142, -0.70486], [7.51313, -6.70166, 2.27921], [6.89160, -6.72768, 1.55170], [8.19273, -6.09157, 1.99255], [2.84941, -3.50016, -7.63277], [3.58440, -3.43777, -7.02275], [2.28802, -4.18171, -7.26324], [8.39894, 2.56115, -2.20585], [8.88126, 1.77982, -1.93545], [7.52773, 2.44898, -1.82552], [-1.64127, 10.44275, 4.82673], [-1.41981, 10.61615, 3.91178], [-1.32741, 11.21340, 5.29981], [-4.62651, -6.65058, -2.63287], [-3.96487, -7.24336, -2.27639], [-4.12277, -5.95187, -3.05034], [3.69806, -6.04884, 5.80186], [4.38542, -6.29344, 6.42149], [4.16170, -5.88932, 4.97978], [-6.76641, -0.65622, -5.95470], [-6.90507, 0.11110, -5.39952], [-5.81674, -0.70465, -6.06434], [-2.08877, -1.57996, -7.25932], [-1.31538, -1.06246, -7.48361], [-1.73694, -2.40760, -6.93151], [-1.66999, -5.75085, 5.45540], [-0.77998, -6.04627, 5.26344], [-2.18142, -6.55723, 5.52187], [3.63306, 6.72050, -4.89476], [2.84756, 6.51320, -4.38854], [3.33676, 6.72879, -5.80491], [-7.45413, -4.87324, 0.29124], [-7.74550, -4.05360, -0.10816], [-7.15485, -5.40610, -0.44546], [-8.68254, -0.20647, -1.02401], [-9.54114, -0.49517, -1.33335], [-8.53351, 0.62615, -1.47209], [6.89796, -1.46618, -5.91832], [6.80820, -0.51331, -5.93256], [7.39258, -1.67252, -6.71143]], "forces_ev_per_angstrom": [[0.0, 0.0, 0.0], [0.4, -1.0, 0.2], [-0.6, 2.3, -0.1], [-0.5, -0.2, -0.2], [-0.6, -0.7, -0.4], [1.4, -0.4, 0.4], [0.5, -0.3, 0.4], [-0.9, 2.4, 0.5], [-1.0, -0.5, -0.7], [1.2, 1.0, 1.2], [-1.2, 1.4, -1.4], [0.5, -0.5, -0.8], [-2.3, -2.8, 3.7], [1.8, 2.7, -4.6], [-1.4, 0.1, 0.1], [0.4, 0.3, 1.3], [0.5, -1.4, -0.3], [0.2, -0.4, -0.2], [-0.2, -0.1, -0.5], [0.1, 0.0, 0.4], [0.2, -0.7, 0.0], [-0.6, 0.1, 0.3], [0.0, 0.0, -0.2], [-0.1, -0.4, 0.0], [0.0, 0.1, 0.2], [0.1, -1.1, 0.4], [0.7, 0.0, 0.7], [-0.2, -0.4, 0.3], [0.1, 0.3, -0.2], [-0.2, 0.2, -0.7], [0.5, -0.1, -0.5], [0.3, 0.1, 0.5], [0.5, -0.3, 0.4], [-0.3, 0.2, -0.3], [0.7, 0.1, -0.4], [0.3, 0.1, 0.0], [-0.1, -0.1, -0.2], [-0.2, 0.1, 0.1], [0.0, -0.1, -0.2], [0.0, -0.2, 0.2], [0.0, 0.2, 0.1], [0.2, 0.0, 0.1], [-0.1, 0.2, 0.0], [0.0, -0.2, -0.2], [-0.1, 0.2, 0.1], [-0.2, -0.1, -0.2], [0.2, -0.1, 0.1], [0.0, -0.1, 0.2], [-0.2, 0.0, -0.2], [0.2, 0.2, 0.0], [-0.1, 0.1, -0.2], [0.3, 0.1, 0.1], [-0.1, -0.2, 0.0], [0.0, 0.2, -0.2], [0.2, -0.2, 0.1], [-0.2, 0.0, 0.1], [-0.1, -0.2, 0.1], [0.0, 0.0, -0.2], [0.1, 0.2, 0.2], [-0.2, 0.0, 0.0], [0.1, -0.2, 0.1], [0.1, 0.2, -0.1], [-0.3, 0.0, 0.0], [0.2, -0.1, 0.2], [0.1, 0.1, -0.2], [-0.2, -0.1, -0.1], [-0.1, 0.2, 0.1], [0.3, -0.1, -0.1], [-0.3, 0.1, 0.0], [0.2, 0.2, -0.1], [0.1, -0.2, 0.1], [-0.1, 0.2, 0.0], [0.3, 0.0, 0.0], [-0.2, -0.2, 0.0], [0.2, 0.0, 0.1], [-0.2, 0.0, 0.2], [0.0, 0.0, -0.2], [0.0, 0.0, 0.3], [-0.1, 0.2, -0.1], [0.1, -0.2, -0.2], [0.1, -0.1, 0.2], [-0.2, -0.1, -0.1], [0.1, 0.2, -0.1], [-0.1, -0.2, 0.2], [0.0, 0.3, 0.0], [0.1, -0.1, -0.2]]}



{"formula": "C10H5BrNO5Pt", "method": "ωB97M-V with the def2-TZVPD basis set", "fmax_ha_per_bohr": 0.168, "multiplicity": 5, "homo_lumo_gap_ha": [0.2194, 0.1774], "total_charge": 3, "relative_energy_ev": 1.951, "species": ["O", "C", "Pt", "O", "C", "C", "O", "C", "O", "C", "O", "H", "Br", "C", "C", "C", "C", "N", "C", "H", "H", "H", "H"], "xyz": [[0.26587, -5.17649, -2.47169], [-0.20412, -4.21290, -2.10013], [0.00000, 0.00000, 0.00000], [-2.09618, -1.68099, -1.32497], [-1.31711, -1.01289, -0.81064], [1.57404, 0.67369, 0.69718], [2.57764, 1.04560, 1.11263], [0.49235, 0.64193, -1.66222], [0.82922, 0.99397, -2.70175], [-0.23481, -0.98194, 1.54862], [-0.34641, -1.63127, 2.48879], [0.92049, -1.21494, -0.40613], [-1.46202, 5.63743, -0.44659], [-1.77405, 3.92396, 0.33751], [-2.79960, 3.75193, 1.26597], [-3.01824, 2.49463, 1.82563], [-2.20576, 1.42383, 1.44488], [-1.20013, 1.60074, 0.53656], [-0.97648, 2.83095, -0.01339], [-3.42539, 4.58718, 1.55298], [-3.80951, 2.34913, 2.54907], [-2.38538, 0.45248, 1.88147], [-0.17975, 2.97145, -0.72775]], "forces_ev_per_angstrom": [[-0.9, 1.7, 0.7], [1.0, -1.7, -0.6], [3.7, -4.9, -1.7], [2.8, 2.1, 1.7], [-6.8, -4.0, -3.5], [6.5, 4.0, 3.5], [-3.0, -1.5, -1.4], [1.3, 3.9, -6.9], [-0.6, -1.4, 2.8], [-1.9, -3.3, 7.2], [0.6, 1.5, -2.9], [0.3, -0.5, -0.2], [-0.4, -1.9, 0.9], [0.8, 1.3, -1.1], [-0.5, 4.7, -0.9], [-0.3, -3.7, 1.3], [0.2, 1.0, -0.5], [-3.0, -0.1, 2.5], [0.0, 3.1, -0.9], [0.0, 0.0, 0.0], [-0.1, -0.1, 0.1], [0.1, -0.2, -0.1], [0.1, -0.2, 0.0]]}



{"formula": "C10H5Cl5IrO5", "method": "ωB97M-V with the def2-TZVPD basis set", "fmax_ha_per_bohr": 0.025, "multiplicity": 2, "homo_lumo_gap_ha": [0.1508, 0.1491], "total_charge": 2, "relative_energy_ev": 0.000, "species": ["Ir", "O", "C", "O", "C", "O", "C", "C", "O", "O", "H", "H", "H", "H", "H", "Cl", "C", "C", "C", "Cl", "C", "Cl", "C", "Cl", "C", "Cl"], "xyz": [[0.11324, -0.07041, -0.16290], [-2.50120, -0.34038, -3.70307], [-1.68479, 0.12528, -2.81231], [-1.31382, -0.48841, -1.82575], [-1.27898, 1.52769, -3.25204], [-0.44371, 2.16005, -2.21167], [-0.47228, 3.39393, -2.04893], [-0.94837, 2.52107, 2.05976], [-1.07969, 3.58429, 2.46897], [-0.80778, 1.45517, 1.59919], [-2.78646, -1.25610, -3.51505], [-2.15228, 2.15075, -3.44813], [-0.65580, 1.47190, -4.14528], [-1.22690, 4.01236, -2.54224], [0.28908, 3.81770, -1.39295], [-1.20687, -3.20556, 0.84863], [0.24357, -2.60088, 1.55475], [0.74087, -1.39331, 1.12237], [1.88629, -0.89233, 1.64566], [2.17857, 0.65728, 0.83174], [2.63093, -1.50504, 2.62604], [4.06700, -0.79298, 3.20889], [2.13045, -2.72843, 3.09078], [2.96677, -3.54980, 4.32526], [0.94710, -3.27990, 2.55352], [0.36506, -4.77395, 3.12475]], "forces_ev_per_angstrom": [[0.5, 0.6, -1.0], [-0.1, -0.1, -0.2], [0.0, -0.4, 0.3], [0.0, 0.6, 0.1], [-0.2, -0.1, 0.1], [0.1, 0.2, -0.2], [0.0, -0.1, 0.0], [0.0, 0.0, 0.0], [0.0, 0.0, 0.1], [-0.2, 0.0, 0.1], [0.0, 0.0, 0.0], [0.0, 0.0, 0.1], [0.1, 0.0, 0.0], [0.1, 0.0, -0.1], [-0.1, -0.1, 0.1], [0.1, 0.0, 0.1], [-0.1, -0.1, 0.0], [-0.5, -0.2, 0.0], [0.3, -0.3, 0.5], [-0.2, -0.1, 0.1], [0.2, 0.1, 0.0], [-0.1, 0.0, 0.0], [-0.2, -0.1, 0.0], [0.0, 0.0, 0.0], [0.2, 0.1, 0.1], [0.0, 0.0, 0.0]]}



{"formula": "C10H6CeCl2N2NdO3S", "method": "ωB97M-V with the def2-TZVPD basis set", "fmax_ha_per_bohr": 0.181, "multiplicity": 5, "homo_lumo_gap_ha": [0.1601, 0.1903], "total_charge": 4, "species": ["Nd", "Ce", "Cl", "Cl", "C", "C", "C", "O", "O", "O", "N", "C", "N", "C", "C", "C", "C", "C", "C", "S", "H", "H", "H", "H", "H", "H"], "xyz": [[0.46252, -1.63446, -5.33646], [-0.40350, -0.55799, -0.40928], [-0.63287, 0.48098, -4.43477], [1.05692, -1.76368, -2.34052], [-0.53200, -2.26449, 1.16068], [0.01214, -0.70369, -7.51868], [0.63598, -2.97634, -7.51097], [-0.45334, -3.05312, 1.96753], [-0.06654, -0.54146, -8.68068], [0.70999, -3.36670, -8.60581], [3.07953, -0.04769, 1.33337], [2.00057, 0.44197, 1.94879], [0.77647, 0.07453, 1.52422], [-0.24986, 0.61352, 2.33568], [-1.61309, 0.30751, 2.19722], [-2.50142, 1.15800, 2.91207], [-2.05716, 2.16145, 3.77285], [-0.68435, 2.42280, 3.88964], [0.20207, 1.66710, 3.14084], [2.00234, 1.73187, 3.02893], [3.92301, 0.30180, 1.70022], [2.95750, -0.56214, 0.42381], [-1.98207, -0.66418, 1.72550], [-3.56883, 0.92943, 2.77747], [-2.76697, 2.70086, 4.39475], [-0.30705, 3.14411, 4.60358]], "forces_ev_per_angstrom": [[0.0, 0.9, 3.5], [0.2, 3.1, -1.0], [0.4, -1.1, -0.7], [-0.1, -0.1, -0.2], [0.3, -4.5, 4.0], [-1.0, 2.4, -9.0], [0.6, -3.4, -6.9], [-0.2, 1.6, -1.7], [0.3, -0.5, 7.1], [-0.3, 1.8, 6.0], [-1.9, -0.4, -0.6], [0.0, -0.1, -1.7], [-1.0, -1.4, -0.6], [0.2, 0.6, -0.9], [0.0, 0.4, 0.1], [-0.6, -1.0, -0.5], [0.3, -0.4, -0.4], [0.2, -0.3, 0.4], [0.3, -0.6, -0.2], [-0.7, 0.5, 1.1], [1.8, 0.0, -0.3], [0.9, 0.7, 1.8], [0.1, 1.3, 0.7], [0.5, 0.3, 0.5], [0.1, 0.0, -0.3], [-0.1, 0.2, -0.1]]}



{"formula": "C10H6ClFN2O2", "method": "ωB97M-V with the def2-TZVPD basis set", "fmax_ha_per_bohr": 0.120, "homo_lumo_gap_ha": 0.3436, "total_charge": 0, "species": ["O", "C", "N", "C", "N", "C", "O", "C", "C", "C", "C", "C", "C", "Cl", "C", "F", "H", "H", "H", "H", "H", "H"], "xyz": [[2.06153, -2.98005, 2.21857], [1.95804, -2.67387, 1.07277], [3.05648, -2.23989, 0.48836], [3.03803, -1.36793, -0.49596], [1.80184, -0.85779, -0.86848], [0.59863, -1.18528, -0.35295], [-0.52392, -0.89236, -1.02600], [-1.10024, 0.21460, -0.51941], [-0.96061, 0.59615, 0.86612], [-1.30098, 1.78657, 1.30531], [-1.86643, 2.74638, 0.38704], [-2.10686, 2.39814, -0.85406], [-1.81758, 1.15545, -1.33147], [-2.29263, 0.73367, -2.95576], [0.66668, -2.13994, 0.63631], [-0.47060, -2.61295, 1.20284], [3.90216, -1.13087, -1.05771], [1.89813, -0.11568, -1.56071], [-0.51564, -0.22236, 1.44974], [-1.18286, 1.99606, 2.37028], [-2.30456, 3.73693, 0.68920], [-2.53860, 3.05501, -1.66403]], "forces_ev_per_angstrom": [[-0.4, -2.8, 2.8], [-2.0, 3.2, 2.1], [3.8, 1.5, -4.7], [-3.6, -2.5, 2.7], [2.9, 2.2, -2.4], [0.8, -4.4, 1.8], [-0.1, 0.2, -0.1], [-2.2, 4.2, 0.5], [1.4, -4.3, -2.7], [-1.5, 3.6, 0.6], [-0.1, 1.4, 4.3], [-1.4, 0.6, -4.2], [1.8, -3.5, 0.1], [0.3, 0.0, 0.2], [-1.4, 0.1, -2.0], [0.9, 0.4, -0.5], [0.6, 0.6, -0.3], [-0.7, -0.3, 0.1], [-0.3, 0.9, 0.4], [-0.1, 0.2, -0.4], [1.0, -1.1, 0.1], [0.3, -0.4, 1.4]]}



{"formula": "C10H6ClIO", "method": "ωB97M-V with the def2-TZVPD basis set", "fmax_ha_per_bohr": 0.097, "homo_lumo_gap_ha": 0.3529, "total_charge": 0, "relative_energy_ev": 1.059, "species": ["O", "C", "C", "Cl", "C", "C", "I", "C", "C", "C", "C", "C", "C", "H", "H", "H", "H", "H", "H"], "xyz": [[-0.24525, 3.57170, -0.57948], [-0.23410, 2.69835, 0.23294], [-0.83212, 1.29047, 0.22782], [-1.97657, 1.26879, 1.58098], [-1.82553, 0.96136, -0.94402], [-2.57877, 0.85534, -1.88130], [-3.56186, 0.45336, -3.57184], [0.11351, 0.07280, 0.26659], [-0.48293, -1.13247, 0.45002], [0.28391, -2.33105, 0.44138], [1.62320, -2.15326, 0.52419], [2.27423, -0.96026, 0.32184], [1.48881, 0.19882, 0.14405], [0.52143, 2.58527, 1.08052], [-1.54233, -1.16266, 0.29946], [-0.29512, -3.28828, 0.45816], [2.17388, -3.13866, 0.43691], [3.29617, -0.96393, 0.54215], [1.79941, 1.17431, -0.03039]], "forces_ev_per_angstrom": [[-0.7, -0.3, 0.4], [2.5, -1.6, 0.3], [-3.2, -1.5, -3.5], [0.0, 0.3, 1.4], [1.4, 1.5, 0.5], [0.5, -0.3, 0.2], [0.0, 0.1, 0.2], [0.4, 1.6, 0.5], [0.1, -2.3, -1.1], [-3.2, 1.6, 0.7], [1.6, -3.5, -1.4], [-1.8, 1.4, 0.6], [-0.5, -1.9, 0.8], [-0.7, 1.3, -0.2], [-0.6, -0.3, 0.5], [1.1, 0.8, 0.0], [0.0, 1.4, 0.7], [1.6, 0.4, -0.5], [1.4, 1.4, -0.2]]}



Results for molar mass: 599.96, 494.13, 574.63, 589.50, 240.62, 304.51 (in g/mol, following the order of the records).